{
  "formula": "C63H54AsCl2CoNO2PS2",
  "method": "ωB97M-V/def2-TZVPD",
  "species": ["Co", "C", "C", "C", "C", "C", "C", "P", "C", "C", "C", "C", "C", "C", "C", "C", "C", "C", "C", "C", "C", "C", "C", "C", "H", "H", "H", "H", "H", "H", "H", "H", "H", "H", "H", "H", "H", "H", "H", "H", "Cl", "C", "C", "C", "C", "C", "Cl", "C", "S", "H", "H", "H", "C", "S", "C", "H", "H", "H", "H", "H", "H", "C", "C", "C", "C", "C", "C", "As", "C", "C", "C", "C", "C", "C", "C", "C", "C", "C", "C", "C", "H", "H", "H", "H", "H", "H", "H", "H", "H", "H", "H", "H", "H", "H", "H", "C", "C", "C", "C", "C", "C", "N", "C", "C", "C", "C", "C", "C", "C", "O", "O", "C", "C", "H", "H", "H", "H", "H", "H", "H", "H", "H", "H", "H", "H", "H", "H"],
  "positions_angstrom": [[-0.310, -0.044, -0.014], [-0.420, -5.709, 5.154], [-1.443, -4.855, 5.537], [-1.639, -3.645, 4.877], [-0.804, -3.269, 3.827], [0.216, -4.144, 3.444], [0.411, -5.349, 4.100], [-0.930, -1.687, 2.863], [-2.396, -0.939, 3.692], [-2.366, 0.013, 4.708], [-3.548, 0.504, 5.252], [-4.774, 0.050, 4.786], [-4.815, -0.889, 3.765], [-3.635, -1.372, 3.216], [0.558, -0.818, 3.533], [0.809, -0.878, 4.884], [1.963, -0.312, 5.448], [2.891, 0.269, 4.637], [2.711, 0.314, 3.237], [3.747, 0.836, 2.427], [3.628, 0.809, 1.072], [2.440, 0.336, 0.477], [1.345, -0.119, 1.194], [1.510, -0.201, 2.635], [-0.274, -6.652, 5.667], [-2.096, -5.127, 6.359], [-2.446, -2.993, 5.187], [0.866, -3.864, 2.622], [1.209, -6.011, 3.780], [-1.417, 0.392, 5.062], [-3.506, 1.251, 6.036], [-5.693, 0.439, 5.209], [-5.768, -1.231, 3.379], [-3.673, -2.077, 2.393], [0.111, -1.386, 5.538], [2.121, -0.368, 6.520], [3.801, 0.685, 5.059], [4.636, 1.237, 2.904], [4.432, 1.177, 0.441], [2.381, 0.362, -0.609], [-1.172, 1.764, 2.107], [-2.763, 2.205, 1.591], [-3.369, 3.281, 2.212], [-4.630, 3.685, 1.811], [-5.272, 2.996, 0.795], [-4.655, 1.912, 0.193], [-5.530, 1.076, -1.052], [-3.369, 1.467, 0.554], [-2.656, 0.071, -0.198], [-2.847, 3.795, 3.010], [-5.112, 4.529, 2.287], [-6.257, 3.294, 0.460], [-0.794, 4.082, -1.006], [0.612, 3.036, -0.573], [1.250, 3.992, 0.818], [-0.445, 5.072, -1.307], [-1.479, 4.157, -0.161], [-1.289, 3.585, -1.840], [0.441, 4.225, 1.512], [1.715, 4.912, 0.457], [1.992, 3.373, 1.325], [-4.575, -4.787, 0.320], [-3.366, -5.025, 0.958], [-2.220, -4.359, 0.544], [-2.262, -3.451, -0.514], [-3.479, -3.225, -1.150], [-4.626, -3.888, -0.737], [-0.659, -2.409, -0.957], [0.680, -3.800, -0.690], [1.913, -3.406, -0.177], [2.919, -4.342, 0.035], [2.694, -5.678, -0.262], [1.465, -6.078, -0.777], [0.464, -5.143, -0.992], [-0.802, -2.419, -2.906], [-1.611, -1.446, -3.496], [-1.716, -1.360, -4.876], [-1.005, -2.236, -5.686], [-0.182, -3.192, -5.109], [-0.077, -3.279, -3.726], [-5.473, -5.297, 0.648], [-3.309, -5.717, 1.790], [-1.283, -4.555, 1.046], [-3.540, -2.515, -1.964], [-5.567, -3.693, -1.239], [2.074, -2.359, 0.062], [3.874, -4.027, 0.439], [3.475, -6.411, -0.096], [1.289, -7.121, -1.011], [-0.495, -5.457, -1.386], [-2.117, -0.714, -2.875], [-2.330, -0.585, -5.317], [-1.079, -2.164, -6.765], [0.395, -3.863, -5.735], [0.584, -4.016, -3.288], [4.467, 6.593, -1.667], [3.283, 6.273, -2.547], [2.518, 7.320, -3.051], [1.398, 7.055, -3.828], [1.076, 5.751, -4.141], [1.847, 4.681, -3.668], [1.426, 3.404, -4.050], [2.183, 2.241, -4.184], [3.404, 2.268, -4.861], [4.118, 1.101, -5.080], [3.627, -0.117, -4.628], [2.429, -0.147, -3.929], [1.699, 1.011, -3.702], [0.421, 0.942, -2.896], [-0.546, 1.643, -3.233], [0.473, 0.145, -1.906], [2.942, 4.941, -2.823], [3.694, 3.827, -2.137], [4.619, 7.672, -1.617], [5.383, 6.135, -2.048], [4.321, 6.229, -0.647], [2.792, 8.343, -2.818], [0.790, 7.870, -4.204], [0.223, 5.529, -4.774], [0.439, 3.202, -3.921], [3.780, 3.219, -5.226], [5.056, 1.142, -5.621], [4.182, -1.029, -4.808], [2.051, -1.081, -3.533], [4.557, 3.484, -2.716], [3.045, 2.970, -1.971], [4.055, 4.158, -1.163]],
  "e_homo_ev": [-4.96, -5.02],
  "multiplicity": 4,
  "e_tot_ev": -226267.395,
  "s_squared": 3.76,
  "charge": -1
}


{
  "formula": "C63H65BGeN6O3ScTe",
  "method": "ωB97M-V/def2-TZVPD",
  "species": ["Sc", "C", "C", "C", "C", "N", "C", "N", "C", "N", "C", "N", "C", "C", "C", "C", "C", "N", "C", "C", "C", "C", "C", "C", "H", "H", "H", "H", "H", "H", "H", "H", "H", "H", "H", "H", "C", "C", "O", "N", "Te", "C", "C", "C", "C", "C", "C", "C", "C", "C", "C", "C", "C", "C", "C", "C", "C", "C", "C", "H", "H", "H", "H", "H", "H", "H", "H", "H", "H", "H", "H", "H", "H", "H", "H", "H", "H", "H", "H", "H", "H", "H", "H", "H", "C", "C", "C", "O", "B", "O", "C", "C", "C", "H", "H", "H", "H", "H", "H", "H", "H", "H", "H", "H", "H", "C", "Ge", "C", "C", "C", "C", "C", "C", "C", "C", "C", "C", "C", "C", "C", "C", "C", "C", "C", "C", "H", "H", "H", "H", "H", "H", "H", "H", "H", "H", "H", "H", "H", "H", "H", "H"],
  "positions_angstrom": [[0.454, -1.233, -0.578], [3.039, 1.839, -2.011], [5.546, 1.666, -1.176], [5.640, 0.348, -0.355], [3.318, -0.750, -0.957], [2.268, -0.463, -1.764], [2.237, 0.814, -2.314], [3.692, -1.965, -0.601], [2.924, -3.051, -0.759], [1.572, -3.021, -0.904], [1.120, -4.294, -1.100], [-0.092, -4.646, -1.501], [-0.913, -3.776, -2.122], [-2.081, -4.335, -2.701], [-2.812, -3.629, -3.623], [-2.417, -2.334, -3.948], [-1.367, -1.791, -3.234], [-0.614, -2.452, -2.343], [2.226, -5.208, -0.947], [2.342, -6.595, -1.004], [3.586, -7.163, -0.814], [4.723, -6.366, -0.575], [4.628, -4.991, -0.538], [3.378, -4.406, -0.734], [2.934, 2.782, -2.535], [6.094, 2.511, -0.743], [6.096, 0.498, 0.628], [1.480, 0.939, -3.084], [-2.311, -5.361, -2.448], [-3.678, -4.072, -4.103], [-2.949, -1.743, -4.679], [-1.052, -0.775, -3.447], [1.466, -7.207, -1.186], [3.697, -8.241, -0.841], [5.682, -6.849, -0.423], [5.491, -4.366, -0.339], [-1.165, -2.026, 2.485], [-1.905, -1.170, 1.445], [-2.983, -0.663, 1.848], [-1.371, -1.044, 0.235], [-3.407, -0.535, -1.090], [-5.155, -0.274, -2.544], [-5.189, 0.647, -3.604], [-4.173, 1.759, -3.674], [-6.134, 0.538, -4.623], [-7.072, -0.481, -4.633], [-8.095, -0.599, -5.735], [-7.044, -1.401, -3.592], [-6.107, -1.313, -2.567], [-6.133, -2.370, -1.487], [-3.566, 1.530, -0.547], [-4.746, 2.002, 0.047], [-5.805, 1.041, 0.513], [-4.924, 3.370, 0.240], [-3.945, 4.288, -0.112], [-4.154, 5.770, 0.065], [-2.746, 3.801, -0.613], [-2.539, 2.442, -0.825], [-1.205, 2.005, -1.363], [-1.863, -2.309, 3.273], [-0.351, -1.442, 2.923], [-0.761, -2.927, 2.018], [-3.229, 1.400, -3.261], [-4.484, 2.619, -3.074], [-4.020, 2.091, -4.704], [-6.125, 1.258, -5.439], [-7.927, 0.158, -6.502], [-9.107, -0.466, -5.342], [-8.053, -1.582, -6.208], [-7.770, -2.212, -3.586], [-7.050, -2.961, -1.547], [-6.055, -1.914, -0.500], [-5.280, -3.045, -1.593], [-5.319, 0.250, 1.091], [-6.299, 0.576, -0.342], [-6.553, 1.543, 1.130], [-5.853, 3.724, 0.678], [-5.179, 5.987, 0.370], [-3.955, 6.301, -0.868], [-3.480, 6.172, 0.825], [-1.948, 4.498, -0.854], [-0.426, 2.709, -1.065], [-1.219, 1.942, -2.456], [-0.953, 1.032, -0.949], [1.054, 3.943, 3.761], [0.065, 2.774, 3.720], [-0.496, 2.544, 5.117], [0.774, 1.615, 3.290], [0.553, 1.446, 1.917], [-0.397, 2.358, 1.469], [-1.021, 2.957, 2.609], [-1.380, 4.399, 2.279], [-2.297, 2.168, 2.903], [1.896, 3.673, 4.401], [0.578, 4.843, 4.152], [1.442, 4.140, 2.760], [0.326, 2.524, 5.835], [-1.015, 1.589, 5.164], [-1.186, 3.346, 5.388], [-0.508, 4.955, 1.934], [-1.810, 4.902, 3.149], [-2.115, 4.385, 1.476], [-2.061, 1.151, 3.215], [-2.869, 2.082, 1.979], [-2.910, 2.655, 3.665], [1.325, 0.517, 1.000], [3.130, 0.110, 1.563], [3.372, -1.733, 2.287], [4.598, -2.267, 2.684], [4.697, -3.577, 3.128], [3.570, -4.387, 3.187], [2.343, -3.873, 2.799], [2.257, -2.559, 2.362], [4.082, 0.330, -0.242], [6.269, -0.819, -1.043], [6.570, -0.792, -2.340], [6.343, 0.402, -3.156], [5.898, 1.539, -2.625], [4.012, 1.736, -0.886], [4.098, 1.266, 2.889], [4.261, 2.629, 2.641], [4.958, 3.449, 3.517], [5.496, 2.920, 4.682], [5.302, 1.577, 4.972], [4.611, 0.763, 4.083], [1.436, 1.068, 0.055], [5.493, -1.654, 2.632], [5.661, -3.975, 3.426], [3.654, -5.414, 3.521], [1.455, -4.494, 2.823], [1.300, -2.156, 2.055], [6.425, -1.714, -0.455], [6.983, -1.667, -2.829], [6.571, 0.347, -4.215], [5.766, 2.428, -3.233], [3.800, 2.527, -0.159], [3.822, 3.058, 1.747], [5.081, 4.502, 3.291], [6.055, 3.553, 5.361], [5.693, 1.163, 5.894], [4.466, -0.284, 4.322]],
  "e_homo_ev": [-0.94, -1.88],
  "multiplicity": 2,
  "e_tot_ev": -166660.847,
  "s_squared": 0.77,
  "charge": -2
}


{
  "formula": "C63H68ClF7N11O22P2S",
  "method": "ωB97M-V/def2-TZVPD",
  "species": ["C", "C", "C", "N", "C", "N", "C", "C", "O", "O", "C", "C", "O", "S", "O", "O", "C", "F", "F", "C", "F", "F", "C", "F", "F", "F", "N", "C", "N", "C", "P", "C", "C", "C", "C", "P", "O", "O", "O", "C", "C", "C", "C", "Cl", "H", "H", "H", "H", "H", "H", "H", "H", "H", "H", "H", "H", "H", "H", "H", "H", "H", "H", "H", "H", "H", "H", "H", "H", "H", "H", "H", "H", "H", "H", "H", "H", "H", "C", "C", "C", "C", "C", "C", "N", "O", "O", "H", "H", "H", "H", "H", "C", "C", "C", "C", "C", "C", "N", "O", "O", "H", "H", "H", "H", "H", "C", "C", "C", "C", "C", "C", "N", "O", "O", "H", "H", "H", "H", "H", "C", "C", "C", "C", "C", "C", "N", "O", "O", "H", "H", "H", "H", "H", "C", "C", "C", "C", "C", "C", "N", "O", "O", "H", "H", "H", "H", "H", "C", "C", "C", "C", "C", "C", "N", "O", "O", "H", "H", "H", "H", "H", "C", "C", "C", "C", "C", "C", "N", "O", "O", "H", "H", "H", "H", "H"],
  "positions_angstrom": [[2.000, -5.084, 1.669], [0.655, -4.667, 1.533], [0.098, -3.189, 1.888], [0.522, -2.124, 0.942], [0.752, -0.836, 1.541], [1.863, -0.543, 2.269], [2.953, -1.528, 2.531], [4.203, -1.294, 1.520], [5.217, -2.011, 1.744], [4.198, -0.327, 0.481], [5.614, -0.184, 0.109], [6.196, -1.097, -1.098], [6.358, 0.602, 0.729], [2.131, 1.050, 2.970], [1.964, 2.171, 1.998], [3.563, 1.125, 3.469], [1.058, 1.135, 4.490], [0.039, 0.120, 4.446], [1.897, 0.745, 5.591], [0.490, 2.586, 4.868], [-0.075, 3.305, 3.799], [-0.587, 2.352, 5.795], [1.554, 3.490, 5.711], [2.846, 3.476, 5.165], [1.073, 4.836, 5.656], [1.533, 3.157, 7.099], [-0.215, 0.281, 1.314], [-1.593, -0.067, 1.716], [-2.698, 0.395, 0.846], [0.012, 0.563, -0.134], [-0.567, 2.248, -0.774], [-1.379, 3.306, 0.562], [0.894, 3.196, -1.523], [-0.411, -0.698, -1.065], [0.381, -0.457, -2.474], [-0.758, 0.057, -3.891], [-2.065, 0.723, -3.458], [-0.998, -1.238, -5.006], [0.126, 1.239, -4.794], [-0.092, -2.133, -0.400], [-1.433, -3.011, -0.576], [-1.933, -3.102, -2.132], [-3.377, -2.401, -2.188], [-2.226, -4.894, -2.526], [2.199, -6.172, 1.988], [2.924, -4.445, 1.469], [-0.116, -5.445, 1.187], [-1.032, -3.199, 2.136], [0.598, -2.938, 2.904], [2.667, -2.622, 2.407], [3.410, -1.436, 3.589], [5.962, -2.182, -0.776], [7.318, -0.961, -1.229], [5.610, -0.820, -2.045], [-1.769, -1.199, 1.899], [-1.778, 0.412, 2.756], [-3.367, 1.011, 1.327], [-3.191, -0.438, 0.467], [1.174, 0.597, -0.246], [-1.013, 4.391, 0.584], [-1.139, 2.844, 1.580], [-2.530, 3.310, 0.456], [1.503, 2.565, -2.270], [1.621, 3.422, -0.652], [0.557, 4.142, -2.067], [-1.536, -0.534, -1.284], [1.167, 0.388, -2.375], [0.958, -1.377, -2.827], [-0.097, -1.531, -5.320], [-0.390, 1.390, -5.622], [0.677, -2.626, -1.118], [-2.253, -2.481, 0.047], [-1.342, -4.097, -0.245], [-1.172, -2.683, -2.867], [-4.019, -2.682, -1.266], [-3.349, -1.258, -2.214], [-3.995, -2.768, -3.095], [-4.833, 4.736, -2.892], [-4.301, 6.001, -3.126], [-3.201, 6.149, -3.964], [-2.644, 5.020, -4.567], [-3.169, 3.752, -4.329], [-4.267, 3.614, -3.488], [-1.501, 5.172, -5.470], [-1.054, 6.297, -5.641], [-1.059, 4.163, -6.006], [-5.696, 4.624, -2.242], [-4.746, 6.873, -2.657], [-2.795, 7.140, -4.139], [-2.739, 2.869, -4.789], [-4.684, 2.631, -3.300], [-4.950, -10.154, 0.037], [-5.034, -8.803, 0.362], [-3.962, -7.956, 0.103], [-2.810, -8.473, -0.487], [-2.717, -9.826, -0.808], [-3.793, -10.666, -0.543], [-1.688, -7.581, -0.785], [-1.797, -6.401, -0.473], [-0.707, -8.061, -1.334], [-5.792, -10.811, 0.236], [-5.938, -8.410, 0.815], [-4.041, -6.906, 0.361], [-1.822, -10.237, -1.263], [-3.732, -11.720, -0.791], [0.851, 4.244, 10.424], [2.177, 3.909, 10.164], [3.094, 3.834, 11.208], [2.670, 4.093, 12.510], [1.346, 4.437, 12.775], [0.437, 4.512, 11.725], [3.627, 3.991, 13.615], [4.784, 3.706, 13.341], [3.213, 4.193, 14.747], [0.137, 4.296, 9.608], [2.495, 3.703, 9.149], [4.124, 3.572, 10.992], [1.010, 4.645, 13.785], [-0.597, 4.775, 11.922], [5.372, -2.637, -5.777], [5.194, -3.928, -6.263], [3.921, -4.376, -6.601], [2.833, -3.519, -6.452], [3.004, -2.227, -5.958], [4.280, -1.788, -5.620], [1.493, -3.979, -6.831], [1.381, -5.122, -7.242], [0.563, -3.190, -6.718], [6.368, -2.289, -5.520], [6.049, -4.585, -6.382], [3.796, -5.385, -6.980], [2.162, -1.554, -5.834], [4.424, -0.783, -5.238], [-6.294, 4.106, -9.845], [-6.981, 2.896, -9.864], [-6.879, 2.020, -8.789], [-6.087, 2.369, -7.696], [-5.391, 3.576, -7.674], [-5.497, 4.445, -8.755], [-5.995, 1.461, -6.550], [-6.604, 0.403, -6.611], [-5.317, 1.816, -5.596], [-6.381, 4.791, -10.683], [-7.600, 2.637, -10.717], [-7.419, 1.080, -8.816], [-4.769, 3.852, -6.829], [-4.962, 5.388, -8.747], [-3.020, 9.622, 2.207], [-2.625, 9.092, 0.982], [-3.013, 7.806, 0.621], [-3.801, 7.060, 1.496], [-4.194, 7.582, 2.727], [-3.800, 8.868, 3.080], [-4.233, 5.715, 1.110], [-3.852, 5.283, 0.029], [-4.951, 5.100, 1.886], [-2.721, 10.629, 2.482], [-2.017, 9.684, 0.306], [-2.698, 7.405, -0.336], [-4.804, 7.006, 3.415], [-4.102, 9.285, 4.034], [9.388, -4.966, 3.189], [9.235, -6.259, 2.696], [7.971, -6.730, 2.356], [6.866, -5.894, 2.510], [7.012, -4.601, 3.011], [8.279, -4.140, 3.350], [5.537, -6.377, 2.130], [5.444, -7.520, 1.713], [4.591, -5.604, 2.248], [10.376, -4.600, 3.448], [10.102, -6.899, 2.574], [7.866, -7.739, 1.974], [6.157, -3.946, 3.138], [8.404, -3.134, 3.737]],
  "e_homo_ev": -9.67,
  "e_tot_ev": -188793.921,
  "charge": 1
}


The lowest charge belongs to which entry? C63H65BGeN6O3ScTe